# 1
Computed, not measured: a gas-phase ion, C5H14N2 (charge +1) in a non-equilibrium geometry, with ωB97M-V with the def2-TZVPD basis set.

Structure (XYZ):
```
21
Properties=species:S:1:pos:R:3:forces:R:3:nbo_charge:R:1
C 2.02705 1.55276 0.04227 1.45 0.14 -0.44 -0.51
N 0.58125 1.75496 0.07797 0.99 -3.34 3.53 -0.10
C -0.96727 -1.46919 1.53429 0.54 -0.20 -0.88 -0.61
C 0.28999 -0.63254 1.09137 0.33 2.94 4.24 -0.36
C -0.21345 0.42590 0.09318 -3.10 1.24 0.11 -0.09
C -0.29756 -0.31599 -1.23854 0.21 0.15 -2.01 -0.25
N -1.44181 -1.18420 -1.64442 -0.89 0.62 0.99 -0.83
H 2.53927 2.35744 -0.57171 -0.56 -0.92 0.53 0.29
H 2.05264 0.57652 -0.41570 1.11 0.02 -0.66 0.22
H 2.68105 1.45480 1.04141 -2.14 0.68 -1.56 0.30
H 0.35495 2.17301 0.98752 -0.58 1.09 -0.69 0.40
H -0.98077 -1.58018 2.63271 -0.14 0.01 -0.70 0.25
H -1.08142 -2.43941 1.00932 0.61 0.42 0.46 0.26
H -1.83722 -0.93081 1.14238 -0.10 -0.09 0.74 0.21
H 0.67592 0.02476 2.07598 -0.87 -1.95 -2.24 0.20
H 1.15937 -1.06786 0.66961 0.60 -1.02 -0.08 0.22
H -1.19765 0.73590 0.59171 1.12 -0.09 -1.48 0.24
H -0.15921 0.39376 -2.05182 0.26 0.44 0.05 0.21
H 0.60088 -0.95031 -1.23170 -0.29 -0.01 -0.35 0.19
H -1.42859 -1.29551 -2.66964 0.03 0.15 0.87 0.39
H -2.38781 -0.81309 -1.38025 1.42 -0.28 -0.41 0.37
```
Forces are in eV/Å.

Energy relative to the best compared isomer or geometry (same formula, charge and spin) ... 3.032 eV
Largest force on an atom ... 5.2 eV Å⁻¹
Electronic energy ... -308.00998 a.u.
HOMO energy (spin up / spin down) ... -13.1332 / -13.1227 eV
Total charge ... +1
2S+1 ... 2

---

# 2
Computed, not measured: a molecular structure, C5H14N2 in a non-equilibrium geometry, with ωB97M-V with the def2-TZVPD basis set.

Structure (XYZ):
```
21
Properties=species:S:1:pos:R:3:forces:R:3:nbo_charge:R:1
C -0.57753 -3.24772 -0.74469 0.70 0.05 -0.03 -0.85
N -0.67938 -0.06505 -1.50110 1.19 1.92 1.65 -0.07
C -0.81017 2.15607 1.25368 0.39 0.38 -0.31 -0.60
C -1.00316 0.70835 0.79320 -0.57 0.06 0.62 -0.49
C -0.12301 0.26994 -0.33543 -0.95 -1.77 -0.04 0.28
C 1.36666 0.05209 -0.18032 1.31 0.49 0.09 -0.30
N 2.16115 1.28171 -0.15323 -0.92 0.08 -0.33 -0.76
H -1.26014 -4.08440 -0.83033 -0.14 0.04 0.02 0.25
H 0.23824 -3.37342 -1.45843 -0.11 -0.07 -0.08 0.22
H -0.12343 -3.23309 0.24665 -0.19 0.00 0.08 0.21
H -1.07130 -2.30482 -0.95861 -0.29 -0.14 0.04 0.18
H -1.49738 2.39188 2.05985 -0.15 -0.13 -0.01 0.27
H 0.19170 2.35444 1.63465 -0.02 -0.14 0.07 0.22
H -0.99293 2.86014 0.43926 -0.10 0.00 0.03 0.22
H -2.04172 0.52169 0.51980 0.02 0.12 -0.10 0.26
H -0.79562 0.05231 1.64422 0.24 -0.20 -0.18 0.29
H -0.32519 1.07747 -1.37236 -0.66 -0.12 -1.76 0.41
H 1.72435 -0.56080 -1.00470 -0.03 -0.17 0.12 0.25
H 1.51741 -0.47599 0.76268 -0.26 -0.20 0.01 0.26
H 2.42853 1.55264 -1.09308 0.11 0.06 0.08 0.38
H 1.67292 2.06657 0.27827 0.41 -0.26 0.03 0.37
```
Forces are in eV/Å.

Energy relative to the best compared isomer or geometry (same formula, charge and spin) ... 3.459 eV
Largest force on an atom ... 2.8 eV Å⁻¹
Electronic energy ... -307.99428 a.u.
HOMO energy (spin up / spin down) ... -14.7162 / -14.7905 eV
Total charge ... +1
2S+1 ... 2

---

# 3
Computed, not measured: C5H14N2O in the gas phase in a non-equilibrium geometry, with ωB97M-V with the def2-TZVPD basis set.

Structure (XYZ):
```
22
Properties=species:S:1:pos:R:3:forces:R:3:nbo_charge:R:1
C 1.03837 0.78698 -0.92197 -1.72 -0.81 -0.17 -0.26
N 0.71703 0.84683 0.62450 -0.78 -4.30 -2.96 -0.62
C -0.66737 1.32628 0.83283 0.33 2.86 3.02 -0.24
C -1.91578 0.43445 0.92289 0.22 -0.54 0.20 -0.46
C -1.74329 -1.06936 0.82606 -1.52 -1.38 2.42 -0.07
O -1.98976 -1.74119 -0.38993 -1.83 0.07 -0.58 -0.72
C 1.89139 -0.51586 -1.33070 -0.13 0.52 2.52 -0.23
N 3.28740 -0.45279 -0.71532 -3.62 -1.41 1.59 -0.84
H 1.34572 1.74927 -1.35176 0.82 -0.21 0.63 0.20
H 0.01394 0.72744 -1.35072 0.51 -0.55 -0.31 0.17
H 0.48595 -0.25803 0.68162 1.32 2.92 0.51 0.34
H -0.51540 1.80379 1.91517 -0.80 -0.63 -2.20 0.19
H -1.03024 2.14442 0.17591 1.16 -0.11 0.20 0.20
H -2.40648 0.65736 1.91787 0.35 -0.16 -1.33 0.22
H -2.58971 0.66046 0.09722 -0.27 0.28 0.16 0.22
H -2.51669 -1.41065 1.64799 1.68 -0.15 -1.47 0.16
H -0.77551 -1.50591 1.01945 0.54 0.51 1.16 0.18
H -2.90053 -2.08691 -0.30448 0.77 0.26 -0.58 0.47
H 1.95452 -0.74420 -2.41130 -0.17 0.40 0.61 0.21
H 1.34429 -1.37728 -0.79198 0.77 1.04 -1.09 0.18
H 3.84731 0.04764 -1.32247 1.50 1.62 -0.86 0.35
H 3.12480 -0.02276 0.22914 0.86 -0.24 -1.47 0.37
```
Forces are in eV/Å.

Energy relative to the best compared isomer or geometry (same formula, charge and spin) ... 4.264 eV
SMILES ... NCCNCCCO
Largest force on an atom ... 5.3 eV Å⁻¹
Electronic energy ... -383.54399 a.u.
HOMO energy ... -9.0999 eV

---

Question: electronic energy of number 1 (C5H14N2)?
Answer: -308.00998 a.u.

---

Repeat the third record exactly.
Computed, not measured: C5H14N2O in the gas phase in a non-equilibrium geometry, with ωB97M-V with the def2-TZVPD basis set.

Structure (XYZ):
```
22
Properties=species:S:1:pos:R:3:forces:R:3:nbo_charge:R:1
C 1.03837 0.78698 -0.92197 -1.72 -0.81 -0.17 -0.26
N 0.71703 0.84683 0.62450 -0.78 -4.30 -2.96 -0.62
C -0.66737 1.32628 0.83283 0.33 2.86 3.02 -0.24
C -1.91578 0.43445 0.92289 0.22 -0.54 0.20 -0.46
C -1.74329 -1.06936 0.82606 -1.52 -1.38 2.42 -0.07
O -1.98976 -1.74119 -0.38993 -1.83 0.07 -0.58 -0.72
C 1.89139 -0.51586 -1.33070 -0.13 0.52 2.52 -0.23
N 3.28740 -0.45279 -0.71532 -3.62 -1.41 1.59 -0.84
H 1.34572 1.74927 -1.35176 0.82 -0.21 0.63 0.20
H 0.01394 0.72744 -1.35072 0.51 -0.55 -0.31 0.17
H 0.48595 -0.25803 0.68162 1.32 2.92 0.51 0.34
H -0.51540 1.80379 1.91517 -0.80 -0.63 -2.20 0.19
H -1.03024 2.14442 0.17591 1.16 -0.11 0.20 0.20
H -2.40648 0.65736 1.91787 0.35 -0.16 -1.33 0.22
H -2.58971 0.66046 0.09722 -0.27 0.28 0.16 0.22
H -2.51669 -1.41065 1.64799 1.68 -0.15 -1.47 0.16
H -0.77551 -1.50591 1.01945 0.54 0.51 1.16 0.18
H -2.90053 -2.08691 -0.30448 0.77 0.26 -0.58 0.47
H 1.95452 -0.74420 -2.41130 -0.17 0.40 0.61 0.21
H 1.34429 -1.37728 -0.79198 0.77 1.04 -1.09 0.18
H 3.84731 0.04764 -1.32247 1.50 1.62 -0.86 0.35
H 3.12480 -0.02276 0.22914 0.86 -0.24 -1.47 0.37
```
Forces are in eV/Å.

Energy relative to the best compared isomer or geometry (same formula, charge and spin) ... 4.264 eV
SMILES ... NCCNCCCO
Largest force on an atom ... 5.3 eV Å⁻¹
Electronic energy ... -383.54399 a.u.
HOMO energy ... -9.0999 eV

---

Question: Which value of electronic energy does entry 2 give?
Answer: -307.99428 a.u.